(1)
DFT (ωB97M-V/def2-TZVPD) results for a structure of composition C20H25BeF15NNaO13 in a non-equilibrium geometry.

Positions of all 76 atoms, in Å:
1 Na 2.50115 -2.14894 4.21140
2 Be 3.10455 1.79700 0.64182
3 N 0.91987 -0.95661 1.03914
4 O 1.72949 -0.06701 0.59521
5 O 1.25399 -1.81339 1.87580
6 O -0.21382 -0.93742 0.61755
7 C -0.20866 4.84927 3.56481
8 C 0.44383 4.85316 2.19036
9 O -0.46246 4.30859 1.20491
10 C -0.23378 3.16044 0.65540
11 O 0.80032 2.52027 0.61511
12 C -1.52091 2.61266 -0.00294
13 F -1.41071 2.63681 -1.32898
14 F -1.74516 1.36528 0.40142
15 F -2.60489 3.30925 0.31980
16 H -0.69280 3.87652 3.72495
17 H -1.04876 5.53121 3.66702
18 H 0.51073 4.90161 4.37826
19 H 1.40237 4.34022 2.21635
20 H 0.64322 5.88892 1.92397
21 C 4.12597 -3.88092 -0.98436
22 C 3.81647 -2.40881 -0.81789
23 O 4.20543 -1.79039 -2.06819
24 C 4.45010 -0.50971 -2.08531
25 O 4.06147 0.24905 -1.21864
26 C 5.12881 -0.00885 -3.37733
27 F 6.20693 0.70636 -3.11182
28 F 5.41516 -1.02303 -4.18068
29 F 4.26058 0.76101 -4.05116
30 H 5.17410 -4.10536 -1.17962
31 H 3.58421 -4.41255 -1.76652
32 H 3.84345 -4.37331 -0.04958
33 H 4.40002 -2.08011 0.04040
34 H 2.74378 -2.26475 -0.71348
35 C 0.01532 -1.21316 -3.40484
36 C 0.40971 -0.02665 -2.54497
37 O 0.71892 1.07691 -3.42421
38 C 1.41592 2.07480 -2.98529
39 O 1.93789 2.13198 -1.88904
40 C 1.72504 3.18718 -4.00112
41 F 1.30384 4.36925 -3.53998
42 F 3.03873 3.31902 -4.16498
43 F 1.12757 2.91304 -5.15036
44 H -0.95820 -1.01345 -3.84775
45 H -0.04488 -2.13720 -2.83073
46 H 0.76469 -1.36485 -4.18258
47 H 1.26437 -0.23925 -1.90688
48 H -0.46709 0.28980 -1.98047
49 C -4.69108 -1.84759 -0.65772
50 C -3.41488 -1.90219 -1.51067
51 O -3.29835 -0.68448 -2.24793
52 C -4.10574 -0.43822 -3.27640
53 O -4.86378 -1.20417 -3.77693
54 C -3.80017 0.96157 -3.87956
55 F -2.76342 0.79082 -4.71482
56 F -4.90240 1.34694 -4.49621
57 F -3.41530 1.85899 -2.97416
58 H -5.56453 -2.10673 -1.25225
59 H -4.86892 -0.87483 -0.19797
60 H -4.60631 -2.57517 0.15220
61 H -3.53730 -2.80318 -2.11202
62 H -2.54214 -2.00420 -0.87197
63 C -3.11218 -2.37529 3.52802
64 C -1.93294 -1.50905 3.91811
65 O -1.63561 -1.63385 5.31347
66 C -0.49252 -2.11911 5.72186
67 O 0.17873 -2.91362 5.10512
68 C -0.12324 -1.61343 7.14605
69 F 1.20206 -1.45529 7.22636
70 F -0.79687 -0.50374 7.40479
71 F -0.47016 -2.51853 8.05618
72 H -4.00149 -2.18920 4.12810
73 H -2.89208 -3.42741 3.71413
74 H -3.21958 -2.18954 2.45939
75 H -2.06931 -0.45241 3.68851
76 H -1.09638 -1.87098 3.31228

Values from the calculation:
HOMO, eV: -14.64
Total energy, Ha: -3484.281942
F_max, eV/A: 5.00
Total charge: +2
HOMO-LUMO gap, eV: 3.3

These are the Mulliken partial charges, in e, on atoms 1 to 4: number 1, Na, carries 0.9200; number 2, Be, carries 1.3589; number 3, N, carries 0.4680; number 4, O, carries -0.2713

=====

(2)
DFT (ωB97M-V/def2-TZVPD) results for a structure of composition C20H25CeIN4O3 in a non-equilibrium geometry.

Positions of all 54 atoms, in Å:
1 C 1.49104 0.98090 1.05275
2 C 2.70204 -2.14309 1.64888
3 H 1.55912 1.51727 0.08451
4 H 2.44003 0.52463 1.37276
5 H 1.13595 1.68313 1.84659
6 H 2.93831 -3.20546 1.68864
7 H 3.61952 -1.55868 1.68259
8 H 2.00265 -1.88684 2.44904
9 C -0.61007 2.90511 -1.67711
10 C -0.13183 3.53353 -2.84143
11 C 0.00524 2.79267 -4.02587
12 C -0.34254 1.44582 -4.00106
13 H -0.80528 3.45180 -0.74804
14 H 0.13740 4.59046 -2.82655
15 H 0.35008 3.24106 -4.96098
16 H -0.29458 0.82586 -4.89832
17 N -0.84080 1.57045 -1.60976
18 C -0.76667 0.86778 -2.78602
19 C -1.02754 -0.56181 -2.65331
20 N -1.36982 -0.96616 -1.38940
21 C -1.39545 -2.28733 -1.11474
22 C -0.79387 -2.82983 -3.37786
23 C -1.09834 -3.24750 -2.08463
24 H -1.61238 -2.52914 -0.07047
25 H -1.09374 -4.30101 -1.81306
26 C -0.75030 -1.47501 -3.68068
27 H -0.50394 -1.08180 -4.67099
28 H -0.60194 -3.54646 -4.16940
29 Ce -0.79846 0.28190 0.68757
30 I 1.66353 -1.88296 -0.26242
31 C 0.55352 -0.24298 6.46203
32 C -0.73911 -0.93456 6.06820
33 C -1.73961 -0.13473 5.18726
34 C -3.05123 -0.85484 5.00518
35 C -2.93392 -2.34752 4.74162
36 C -1.78435 1.36041 5.62307
37 O -2.42218 2.00242 6.42424
38 N -0.90691 1.80229 4.58810
39 C -1.10419 0.47332 3.80781
40 O -0.14665 -0.05268 3.13045
41 N -2.28618 0.86226 2.77007
42 C -3.01346 1.81554 3.02133
43 O -3.67570 2.75001 3.26009
44 H 1.13862 -0.04903 5.55498
45 H 1.12694 -0.89552 7.13420
46 H 0.38242 0.69126 7.01710
47 H -0.50675 -1.86245 5.52900
48 H -1.27585 -1.27026 6.97820
49 H -3.67338 -0.68404 5.89682
50 H -3.56298 -0.36931 4.17109
51 H -2.46577 -2.90159 5.55959
52 H -3.93432 -2.74125 4.55517
53 H -2.34550 -2.52522 3.84203
54 H 0.03878 1.83288 4.97645

Values from the calculation:
HOMO (spin up / spin down), eV: -14.13 / -14.13
Total energy, Ha: -1994.047848
F_max, eV/A: 3.55
Total charge: +2
HOMO-LUMO gap (spin up / spin down), eV: 5.2 / 5.3

These are the Mulliken partial charges, in e, on atoms 1 to 4: number 1, C, carries -1.1604; number 2, C, carries -0.7359; number 3, H, carries 0.3671; number 4, H, carries 0.4865

=====

(3)
DFT (ωB97M-V/def2-TZVPD) results for a structure of composition C20H25Cl3FIN7O7Ta.

Positions of all 65 atoms, in Å:
1 Ta -0.81030 0.27268 -0.24263
2 O -5.14393 0.20237 0.78731
3 C -3.84926 0.28357 0.79218
4 O -3.18078 0.89898 -0.03417
5 C -3.16581 -0.45201 1.91819
6 O -1.82730 0.02168 1.97442
7 C -1.64919 1.18299 2.80835
8 C -1.01229 2.29112 1.99712
9 O -0.86354 3.41084 2.36916
10 O -0.58610 1.84960 0.80920
11 H -5.53778 0.66669 0.02593
12 H -3.68825 -0.29987 2.86150
13 H -3.14381 -1.51874 1.69508
14 H -2.59839 1.53850 3.20684
15 H -0.99448 0.92678 3.64207
16 C 2.97196 1.56509 -4.18717
17 N 2.62073 1.36862 -2.77823
18 C 3.69504 1.28892 -1.78143
19 C 1.36626 1.15269 -2.39068
20 N 0.99396 0.96836 -1.15490
21 N 0.41277 1.11850 -3.40703
22 C -0.92668 1.30241 -3.24225
23 N -1.62741 1.59110 -4.33723
24 N -1.47342 1.19698 -2.05419
25 H 4.04000 1.73645 -4.25521
26 H 2.47273 2.44263 -4.60148
27 H 2.75294 0.67790 -4.78733
28 H 4.62917 1.56692 -2.25657
29 H 3.78379 0.27256 -1.39317
30 H 3.51413 1.97438 -0.95619
31 H 1.70856 1.17511 -0.43869
32 H 0.75568 1.09552 -4.35391
33 H -1.19006 1.80060 -5.21944
34 H -2.63324 1.61299 -4.30941
35 H -2.44828 1.47822 -2.02853
36 F -1.14642 -5.60406 3.27163
37 C -0.69086 -4.51712 2.64041
38 C -0.50486 -3.35328 3.36152
39 C -0.03857 -2.22854 2.69831
40 C 0.23558 -2.25259 1.33132
41 C 0.72570 -1.03285 0.60493
42 C 0.06920 -3.45957 0.64872
43 C -0.39699 -4.59497 1.29203
44 H -0.69957 -3.34848 4.42574
45 H 0.14650 -1.32408 3.26634
46 H 1.41842 -1.31705 -0.18572
47 H 1.26358 -0.35985 1.28207
48 H 0.33882 -3.52507 -0.40139
49 H -0.51783 -5.53590 0.77198
50 I 4.70078 1.73675 4.95677
51 C 3.52719 2.11319 3.30772
52 C 2.79147 3.24421 3.03749
53 N 2.19261 3.04047 1.84951
54 N 2.48473 1.83753 1.32402
55 C 3.30652 1.27338 2.20486
56 H 2.65498 4.15499 3.59625
57 H 1.50988 3.63617 1.40769
58 H 3.71827 0.29172 2.02461
59 Cl -3.16516 -4.01094 -1.03816
60 C -2.33280 -2.97971 -2.18608
61 Cl -1.25836 -3.90552 -3.21141
62 Cl -3.50485 -2.05168 -3.16575
63 C -1.57290 -1.86717 -1.47270
64 O -2.06932 -1.39140 -0.39056
65 O -0.55316 -1.32970 -1.92966

Values from the calculation:
HOMO, eV: -12.93
Total energy, Ha: -3521.939824
F_max, eV/A: 0.57
Total charge: +2
HOMO-LUMO gap, eV: 6.5
Energy relative to the best compared isomer or geometry (same formula, charge and spin), eV: 0.100

These are the natural (NBO) partial charges, in e, on atoms 1 to 4: number 1, Ta, carries 2.4597; number 2, O, carries -0.5960; number 3, C, carries 0.8417; number 4, O, carries -0.6459

=====

(4)
DFT (ωB97M-V/def2-TZVPD) results for a structure of composition C20H25CuN3O3S3 in a non-equilibrium geometry.

Positions of all 55 atoms, in Å:
1 Cu -1.58564 0.58992 -0.07764
2 C -6.90949 -0.68887 -0.17492
3 S -5.55351 -1.86630 -0.65895
4 C -4.23299 -0.72464 -0.64514
5 S -2.68801 -1.20224 -1.13629
6 N -4.51614 0.49099 -0.11863
7 N -3.35385 1.23304 0.08921
8 C -3.56826 2.52946 0.26890
9 C -2.45684 3.35252 0.54643
10 C -2.67705 4.74806 0.81732
11 C -1.55868 5.49819 0.97942
12 C -0.28768 4.87914 0.83105
13 C -0.18544 3.50729 0.71086
14 N -1.28317 2.72495 0.59927
15 H -6.73755 -0.18170 0.78083
16 H -7.70939 -1.41171 -0.07235
17 H -7.13446 -0.03121 -1.02256
18 H -4.63192 2.79509 0.32494
19 H -3.64060 5.21312 0.76370
20 H -1.61592 6.58329 1.15640
21 H 0.60116 5.53602 0.98845
22 H 0.77057 3.02667 0.72491
23 C -1.45987 -6.86552 -0.56971
24 S -0.78970 -5.25870 -1.14899
25 C -0.94832 -4.13522 0.27172
26 O 0.63232 -5.52261 -1.26236
27 H -0.77477 -7.26882 0.16854
28 H -1.45408 -7.50747 -1.46530
29 H -2.47370 -6.80359 -0.15009
30 H -0.11514 -4.32807 0.95856
31 H -1.95935 -4.26445 0.71550
32 H -0.90353 -3.11555 -0.09666
33 C 6.67100 0.18946 0.31814
34 C 5.18132 0.28725 0.06271
35 C 4.38204 -0.80282 0.34820
36 C 2.99295 -0.77526 0.18018
37 C 2.18920 -2.02789 0.37871
38 C 2.40460 0.40554 -0.34589
39 C 3.23841 1.55167 -0.62310
40 C 2.80404 2.94638 -0.95564
41 C 4.61635 1.43898 -0.47220
42 C 0.85906 0.38294 -0.41229
43 O 0.40727 1.10507 -1.34182
44 O 0.14617 -0.34676 0.39068
45 H 7.13416 -0.51938 -0.32933
46 H 6.89897 -0.09311 1.36174
47 H 7.11732 1.19917 0.14454
48 H 4.87267 -1.74031 0.59936
49 H 2.90349 -2.81097 0.58276
50 H 1.58375 -2.25207 -0.50187
51 H 1.48841 -1.99624 1.22233
52 H 2.99159 3.60983 -0.06025
53 H 1.72100 3.03378 -1.09731
54 H 3.36204 3.43229 -1.77487
55 H 5.23517 2.25138 -0.77121

Values from the calculation:
HOMO (spin up / spin down), eV: -8.32 / -8.31
Total energy, Ha: -4002.084868
F_max, eV/A: 4.26
Total charge: 0
<S²>: 0.7555
Spin multiplicity: 2
HOMO-LUMO gap (spin up / spin down), eV: 6.8 / 6.7
Energy relative to the best compared isomer or geometry (same formula, charge and spin), eV: 0.000

These are the natural (NBO) partial charges, in e, on atoms 1 to 4: number 1, Cu, carries 1.2807; number 2, C, carries -0.7085; number 3, S, carries 0.3130; number 4, C, carries -0.1087

=====

What did the fourth record say?
DFT (ωB97M-V/def2-TZVPD) results for a structure of composition C20H25CuN3O3S3 in a non-equilibrium geometry.

Positions of all 55 atoms, in Å:
1 Cu -1.58564 0.58992 -0.07764
2 C -6.90949 -0.68887 -0.17492
3 S -5.55351 -1.86630 -0.65895
4 C -4.23299 -0.72464 -0.64514
5 S -2.68801 -1.20224 -1.13629
6 N -4.51614 0.49099 -0.11863
7 N -3.35385 1.23304 0.08921
8 C -3.56826 2.52946 0.26890
9 C -2.45684 3.35252 0.54643
10 C -2.67705 4.74806 0.81732
11 C -1.55868 5.49819 0.97942
12 C -0.28768 4.87914 0.83105
13 C -0.18544 3.50729 0.71086
14 N -1.28317 2.72495 0.59927
15 H -6.73755 -0.18170 0.78083
16 H -7.70939 -1.41171 -0.07235
17 H -7.13446 -0.03121 -1.02256
18 H -4.63192 2.79509 0.32494
19 H -3.64060 5.21312 0.76370
20 H -1.61592 6.58329 1.15640
21 H 0.60116 5.53602 0.98845
22 H 0.77057 3.02667 0.72491
23 C -1.45987 -6.86552 -0.56971
24 S -0.78970 -5.25870 -1.14899
25 C -0.94832 -4.13522 0.27172
26 O 0.63232 -5.52261 -1.26236
27 H -0.77477 -7.26882 0.16854
28 H -1.45408 -7.50747 -1.46530
29 H -2.47370 -6.80359 -0.15009
30 H -0.11514 -4.32807 0.95856
31 H -1.95935 -4.26445 0.71550
32 H -0.90353 -3.11555 -0.09666
33 C 6.67100 0.18946 0.31814
34 C 5.18132 0.28725 0.06271
35 C 4.38204 -0.80282 0.34820
36 C 2.99295 -0.77526 0.18018
37 C 2.18920 -2.02789 0.37871
38 C 2.40460 0.40554 -0.34589
39 C 3.23841 1.55167 -0.62310
40 C 2.80404 2.94638 -0.95564
41 C 4.61635 1.43898 -0.47220
42 C 0.85906 0.38294 -0.41229
43 O 0.40727 1.10507 -1.34182
44 O 0.14617 -0.34676 0.39068
45 H 7.13416 -0.51938 -0.32933
46 H 6.89897 -0.09311 1.36174
47 H 7.11732 1.19917 0.14454
48 H 4.87267 -1.74031 0.59936
49 H 2.90349 -2.81097 0.58276
50 H 1.58375 -2.25207 -0.50187
51 H 1.48841 -1.99624 1.22233
52 H 2.99159 3.60983 -0.06025
53 H 1.72100 3.03378 -1.09731
54 H 3.36204 3.43229 -1.77487
55 H 5.23517 2.25138 -0.77121

Values from the calculation:
HOMO (spin up / spin down), eV: -8.32 / -8.31
Total energy, Ha: -4002.084868
F_max, eV/A: 4.26
Total charge: 0
<S²>: 0.7555
Spin multiplicity: 2
HOMO-LUMO gap (spin up / spin down), eV: 6.8 / 6.7
Energy relative to the best compared isomer or geometry (same formula, charge and spin), eV: 0.000

These are the natural (NBO) partial charges, in e, on atoms 1 to 4: number 1, Cu, carries 1.2807; number 2, C, carries -0.7085; number 3, S, carries 0.3130; number 4, C, carries -0.1087

=====

Question: Among the records above, which one has the lowest F_max?
Answer: C20H25Cl3FIN7O7Ta

=====

Question: Number 4 is which compound?
Answer: C20H25CuN3O3S3

=====

Question: Which of these has the lowest total charge?
Answer: C20H25CuN3O3S3